Record 1
Entry from OMol25: 3 unconnected molecules or ions with the total composition C3H12O2S2 (ωB97M-V/def2-TZVPD).

Results
**Multiplicity**: 1
**LUMO energy**: 0.47 eV
**Orbital gap**: 9.07 eV
**E_HOMO**: -8.602 eV
**SMILES**: CCSSC.O.O
**Energy above the lowest of the compared OMol25 structures with the same formula, charge and spin**: 164.4 kJ/mol

Geometry as XYZ:
```
19
Properties=species:S:1:pos:R:3:forces:R:3
C 3.533 -1.227 -1.883 1.5 1.0 -1.6
C 2.265 -1.293 -1.133 -1.3 -2.8 -0.4
S 1.559 0.289 -0.826 -0.1 0.9 0.6
S -0.446 -0.089 -0.727 -0.1 0.7 0.8
C -0.771 0.194 1.049 0.0 -3.8 1.2
H 3.334 -1.573 -2.914 0.7 0.3 0.3
H 4.262 -1.868 -1.373 0.1 0.2 -0.6
H 3.942 -0.187 -1.912 -0.1 -0.8 -0.2
H 1.488 -1.804 -1.739 0.5 0.2 0.2
H 2.573 -2.086 -0.434 -1.3 1.0 1.4
H -0.811 1.157 1.479 0.1 1.4 -0.2
H -1.736 -0.335 1.301 0.7 0.7 -0.5
H -0.034 -0.435 1.666 -0.7 1.0 -1.0
O -0.967 4.345 2.303 0.5 0.7 -0.6
H -1.513 3.749 1.792 -0.3 -0.3 -0.1
H -0.602 4.941 1.616 -0.2 -0.4 0.7
O -5.158 -0.950 0.772 -1.3 -2.3 -1.4
H -6.128 -0.951 0.444 2.5 -0.2 0.8
H -4.790 -1.878 0.518 -1.2 2.5 0.6
```
Positions in Å, forces in eV/Å.

Record 2
Entry from OMol25: a single C3H12O2Si2 molecule (ωB97M-V/def2-TZVPD).

Results
**Multiplicity**: 3
**LUMO energy (spin up / spin down)**: 0.95 / -3.57 eV
**Orbital gap (spin up / spin down)**: 4.76 / 6.72 eV
**E_HOMO (spin up / spin down)**: -3.812 / -10.283 eV

Geometry as XYZ:
```
19
Properties=species:S:1:pos:R:3:forces:R:3
C -0.822 -2.923 0.795 -0.6 1.4 -2.1
C -1.770 1.698 -1.438 -3.4 3.3 -0.8
C 2.393 1.185 0.143 -0.6 -0.3 -2.1
O -1.391 -1.649 0.274 -1.1 -2.7 1.0
O -1.773 0.740 -0.477 -0.9 -1.6 1.2
Si 1.050 0.514 1.261 2.2 -0.8 -1.7
Si -0.597 -0.345 -0.130 1.9 1.3 -2.6
H 0.233 -2.833 0.652 0.8 -0.4 -0.3
H -1.271 -3.755 0.210 0.3 0.6 0.6
H -0.977 -2.969 1.834 -0.7 -0.2 1.2
H -1.646 2.738 -0.969 0.6 -1.4 -0.7
H -2.940 1.894 -1.863 3.1 -1.1 0.8
H -1.083 1.446 -2.236 0.1 0.5 -0.3
H 1.873 1.541 -0.813 0.7 -0.6 1.1
H 3.013 2.029 0.400 0.2 0.2 0.7
H 3.031 0.320 -0.109 0.0 0.4 -0.1
H 0.501 1.459 2.099 -1.3 1.2 1.7
H 1.764 -0.619 1.939 -0.1 0.0 0.4
H 0.414 -0.469 -1.572 -1.0 0.1 2.0
```
Positions in Å, forces in eV/Å.

Record 3
Entry from OMol25: 4 unconnected molecules or ions with the total composition C3H12O3 (ωB97M-V/def2-TZVPD).

Results
**Multiplicity**: 1
**LUMO energy**: 0.55 eV
**Orbital gap**: 10.32 eV
**E_HOMO**: -9.769 eV
**SMILES**: C=CC.O.O.O
**Energy above the lowest of the compared OMol25 structures with the same formula, charge and spin**: 221.8 kJ/mol

Geometry as XYZ:
```
18
Properties=species:S:1:pos:R:3:forces:R:3
C 2.770 0.198 -0.418 -2.6 3.1 -4.1
C 1.605 0.895 -0.276 1.1 -1.0 1.3
C 1.007 1.995 -1.122 -2.7 -1.0 -3.3
H 3.369 -0.074 0.332 1.4 -1.9 3.3
H 3.345 0.240 -1.351 -0.4 0.2 0.0
H 1.194 0.720 0.747 -0.1 0.7 -0.8
H -0.149 2.029 -1.432 2.0 -0.8 1.6
H 1.132 2.945 -0.678 0.5 1.0 0.7
H 1.328 2.076 -2.204 0.8 -0.3 1.3
O -2.421 -2.176 -0.024 1.1 -0.1 -0.3
H -2.350 -2.810 -0.733 -1.2 -0.9 -0.5
H -1.503 -1.907 -0.169 0.0 1.0 0.8
O -0.957 -0.561 -2.465 -0.7 0.0 -0.1
H -0.139 -0.891 -2.103 0.6 0.1 -0.1
H -0.761 -0.081 -3.276 0.2 -0.1 0.1
O -2.416 -0.435 5.167 -2.0 -3.7 0.0
H -1.864 -1.032 4.594 -0.6 1.0 0.7
H -3.189 -1.131 5.411 2.6 2.6 -0.7
```
Positions in Å, forces in eV/Å.

Record 4
Entry from OMol25: 3 unconnected molecules or ions with the total composition C3H12O3 (ωB97M-V/def2-TZVPD).

Results
**Multiplicity**: 1
**LUMO energy**: 0.80 eV
**Orbital gap**: 10.86 eV
**E_HOMO**: -10.055 eV
**SMILES**: CCCO.O.O
**Energy above the lowest of the compared OMol25 structures with the same formula, charge and spin**: 155.3 kJ/mol

Geometry as XYZ:
```
18
Properties=species:S:1:pos:R:3:forces:R:3
C 3.445 -0.573 -0.529 0.0 0.1 3.2
C 2.107 -1.223 -0.601 -0.7 -0.6 -0.9
C 1.483 -0.739 -1.947 -2.8 0.7 3.3
O 1.014 0.593 -1.471 0.6 1.7 -2.1
H 3.271 0.460 -0.299 0.3 0.7 0.0
H 3.989 -0.999 0.360 0.0 0.4 -1.1
H 3.960 -0.650 -1.439 1.1 -0.3 -1.1
H 1.482 -0.982 0.314 0.5 -0.3 -1.4
H 2.296 -2.283 -0.639 -0.3 -0.7 0.1
H 0.541 -1.328 -2.250 1.6 0.9 0.1
H 2.230 -0.646 -2.688 0.5 -0.1 -1.0
H 1.349 1.407 -1.998 -0.8 -2.5 1.0
O -2.794 0.927 2.370 0.3 -0.8 -0.3
H -2.809 0.514 1.492 0.1 0.0 0.3
H -3.423 1.627 2.284 -0.3 0.9 -0.1
O -6.022 1.234 2.082 -5.2 -0.7 -4.2
H -6.886 1.364 2.492 1.2 0.1 0.7
H -5.233 1.296 2.466 3.8 0.4 3.5
```
Positions in Å, forces in eV/Å.

no.,total energy (a.u.)
1,-1068.3016
2,-850.7524
3,-347.1241
4,-347.1494